Version 1
This record from OMol25 describes a cluster of 2 separate species, C6H15NO in total. The level of theory is ωB97M-V/def2-TZVPD.

```
! RIJCOSX wB97M-V def2-TZVPD def2/J DEFGRID3
* xyz 0 1
C 1.457 0.093 1.214
C 0.391 1.840 -0.319
C 0.980 0.469 -0.175
N 2.772 0.626 1.553
C 1.279 -0.290 -1.229
H 2.762 1.640 1.542
H 3.464 0.317 0.876
H 1.514 -0.994 1.301
H 0.751 0.458 1.963
H -0.553 1.891 0.218
H 1.047 2.601 0.124
H 0.206 2.095 -1.351
H 1.802 -1.227 -1.117
H 1.044 0.011 -2.238
C -1.534 -1.211 0.129
C -2.212 -0.791 -1.163
O -2.518 -1.805 1.150
H -3.298 -1.237 1.190
H -1.373 -0.369 0.832
H -0.826 -2.025 -0.027
H -2.884 0.051 -1.002
H -1.479 -0.517 -1.917
H -2.792 -1.626 -1.554
*
```

Calculated values
Kohn-Sham gap in eV: 9.961
SMILES: C=C(C)CN.CCO

Mulliken population analysis, charges in e, atoms 1 to 4:
1. C -0.85
2. C -1.26
3. C 0.96
4. N -0.63


Version 2
This record from OMol25 describes a cluster of 2 separate species, C6H15NO in total. The level of theory is ωB97M-V/def2-TZVPD.

```
! RIJCOSX wB97M-V def2-TZVPD def2/J DEFGRID3
* xyz 0 1
C -1.542 0.777 1.750
C -2.247 1.277 0.471
C -1.879 -0.672 1.813
O -3.013 -1.139 1.899
N -0.880 -1.610 1.766
H -0.508 1.097 1.754
H -1.951 1.310 2.625
H -1.807 2.237 0.175
H -1.034 -2.598 1.764
H 0.086 -1.332 1.691
H -3.316 1.400 0.586
H -2.112 0.686 -0.417
C 2.132 -0.231 -1.803
C 2.167 1.153 -1.120
C 1.242 -1.319 -1.286
H 1.948 0.027 -2.862
H 3.167 -0.559 -2.023
H 2.839 1.853 -1.651
H 2.293 1.087 -0.066
H 1.567 -1.597 -0.291
H 0.183 -1.157 -1.452
H 1.233 1.592 -1.524
H 1.430 -2.285 -1.800
*
```

Calculated values
Kohn-Sham gap in eV: 10.503
SMILES: CCC(N)=O.CCC

Mulliken population analysis, charges in e, atoms 1 to 4:
1. C -0.10
2. C -1.18
3. C 0.39
4. O -0.64


Version 3
This record from OMol25 describes an isolated molecule of C6H15NO. The level of theory is ωB97M-V/def2-TZVPD.

```
! RIJCOSX wB97M-V def2-TZVPD def2/J DEFGRID3
* xyz 0 1
C 1.778 -0.428 0.932
C 1.598 -0.005 2.380
O 0.269 0.547 2.435
C 1.256 0.566 -0.133
N -0.156 0.731 -0.320
C -1.848 -1.109 -0.609
C -0.792 -0.188 -1.238
C -1.576 0.588 -2.375
H 1.289 -1.369 0.645
H 2.850 -0.599 0.796
H 2.342 0.723 2.710
H 1.691 -0.856 3.044
H 0.252 1.215 3.122
H 1.678 1.528 0.171
H 1.760 0.309 -1.063
H -0.631 0.841 0.563
H -2.554 -0.566 0.023
H -2.442 -1.545 -1.410
H -1.473 -1.894 0.055
H -0.108 -0.819 -1.755
H -1.456 1.669 -2.339
H -2.622 0.332 -2.312
H -1.107 0.332 -3.322
*
```

Calculated values
Kohn-Sham gap in eV: 8.844
SMILES: CC(C)NCCCO

Mulliken population analysis, charges in e, atoms 1 to 4:
1. C -0.48
2. C -0.48
3. O -0.50
4. C -0.91


Computed stability ranking, most favorable first: version 2, version 3, version 1


Version 1
This record from OMol25 describes a cluster of 2 separate species, C6H15NO in total. The level of theory is ωB97M-V/def2-TZVPD.

```
! RIJCOSX wB97M-V def2-TZVPD def2/J DEFGRID3
* xyz 0 1
C -1.653 -0.596 1.019
C -2.065 -0.849 -0.416
C -0.258 -1.060 1.361
O 0.425 -0.447 2.163
N 0.271 -2.157 0.739
H -1.689 0.466 1.240
H -2.299 -1.022 1.772
H -3.102 -0.578 -0.631
H -1.931 -1.888 -0.708
H 1.256 -2.284 0.901
H -0.215 -2.915 0.294
H -1.539 -0.132 -1.045
C 1.466 1.473 -0.996
C 0.714 2.810 -0.897
C 1.057 0.637 -2.243
H 2.513 1.712 -1.200
H 1.385 0.986 -0.030
H 1.249 3.516 -0.252
H 1.955 0.153 -2.591
H 0.286 -0.074 -2.001
H -0.299 2.683 -0.516
H 0.753 3.291 -1.862
H 0.809 1.301 -3.072
*
```

Calculated values
Kohn-Sham gap in eV: 10.575
SMILES: CCC(N)=O.CCC

Mulliken population analysis, charges in e, atoms 1 to 4:
1. C -0.27
2. C -0.90
3. C 0.43
4. O -0.63


Version 2
This record from OMol25 describes a cluster of 2 separate species, C6H15NO in total. The level of theory is ωB97M-V/def2-TZVPD.

```
! RIJCOSX wB97M-V def2-TZVPD def2/J DEFGRID3
* xyz 0 1
C -0.856 -2.060 0.694
C -0.550 -1.140 -0.495
C 0.531 -0.070 -0.112
C 0.047 1.314 -0.512
C -0.907 1.972 0.130
C 0.617 1.861 -1.784
N -0.042 -1.842 -1.679
H -1.890 -2.401 0.655
H -0.144 -2.869 0.873
H -0.746 -1.480 1.615
H -1.461 -0.597 -0.690
H 0.704 -0.076 0.952
H 1.488 -0.190 -0.615
H -1.354 1.572 1.038
H -1.150 3.006 -0.050
H 1.701 1.947 -1.774
H 0.265 2.859 -2.036
H 0.405 1.174 -2.610
H -0.786 -2.213 -2.259
H 0.528 -2.619 -1.406
H 1.929 0.809 3.522
H 0.489 0.833 3.134
O 1.182 0.209 3.410
*
```

Calculated values
Kohn-Sham gap in eV: 9.641
SMILES: C=C(C)C[C@H](C)N.O

Mulliken population analysis, charges in e, atoms 1 to 4:
1. C -1.30
2. C 0.32
3. C -0.94
4. C 0.75


Version 3
This record from OMol25 describes a cluster of 2 separate species, C6H15NO in total. The level of theory is ωB97M-V/def2-TZVPD.

```
! RIJCOSX wB97M-V def2-TZVPD def2/J DEFGRID3
* xyz 0 1
C 1.539 1.249 0.450
N 1.362 -0.150 0.090
C -0.001 -0.532 -0.233
C -0.834 -0.874 1.016
C -1.544 0.324 1.610
C -2.821 0.548 1.355
C 0.004 -1.703 -1.215
H 1.100 1.823 -0.371
H 1.137 1.563 1.419
H 2.600 1.518 0.473
H 1.797 -0.796 0.729
H -0.471 0.282 -0.781
H -1.531 -1.694 0.822
H -0.193 -1.285 1.807
H -1.017 0.910 2.339
H -3.309 1.446 1.724
H -3.470 -0.176 0.881
H 0.510 -2.582 -0.805
H 0.577 -1.414 -2.093
H -1.036 -1.908 -1.412
H 1.599 1.683 -3.135
H 2.012 0.917 -1.852
O 1.990 0.852 -2.816
*
```

Calculated values
Kohn-Sham gap in eV: 9.684
SMILES: C=CC[C@H](C)NC.O

Mulliken population analysis, charges in e, atoms 1 to 4:
1. C -0.99
2. N -0.35
3. C 0.59
4. C -0.84


Computed stability ranking, most favorable first: version 1, version 2, version 3


Version 1
This record from OMol25 describes a cluster of 2 separate species, C6H15NO in total. The level of theory is ωB97M-V/def2-TZVPD.

```
! RIJCOSX wB97M-V def2-TZVPD def2/J DEFGRID3
* xyz 0 1
C -0.282 -1.928 0.296
C 0.966 -1.247 -0.288
C 0.954 0.246 -0.089
C 0.786 1.124 -1.088
C 0.713 0.735 1.342
C 1.459 1.987 1.753
N -1.001 -2.762 -0.675
H -1.032 -1.238 0.678
H -0.063 -2.641 1.080
H 1.902 -1.733 0.003
H 0.918 -1.378 -1.375
H 0.844 0.775 -2.109
H 0.170 1.987 -0.856
H 0.885 -0.123 2.009
H -0.360 0.766 1.546
H 1.216 2.742 1.015
H 1.074 2.339 2.695
H 2.541 1.913 1.726
H -0.417 -3.541 -0.953
H -1.266 -2.294 -1.534
H -2.819 1.801 -2.258
H -3.592 0.842 -1.189
O -3.594 1.629 -1.728
*
```

Calculated values
Kohn-Sham gap in eV: 9.730
SMILES: C=C(CC)CCN.O

Mulliken population analysis, charges in e, atoms 1 to 4:
1. C -0.45
2. C -0.79
3. C 0.69
4. C -1.04


Version 2
This record from OMol25 describes a cluster of 2 separate species, C6H15NO in total. The level of theory is ωB97M-V/def2-TZVPD.

```
! RIJCOSX wB97M-V def2-TZVPD def2/J DEFGRID3
* xyz 0 1
C -1.169 -0.824 -2.073
C -0.343 0.470 -1.915
C 1.191 0.312 -1.777
C 1.689 0.103 -0.341
N -0.373 -1.049 2.557
C 0.278 -0.174 1.687
C 0.805 -0.698 0.562
H -2.065 -0.462 -2.582
H -0.702 -1.694 -2.542
H -1.327 -1.305 -1.085
H -0.590 1.174 -2.717
H -0.682 0.886 -0.958
H 1.762 1.090 -2.294
H 1.380 -0.557 -2.447
H 2.692 -0.324 -0.396
H 1.876 1.090 0.109
H -0.275 -2.017 2.330
H -0.336 -0.861 3.540
H 0.577 0.843 1.927
H 0.690 -1.718 0.206
H -1.823 1.149 2.899
H -1.425 2.477 2.266
O -1.831 2.091 3.044
*
```

Calculated values
Kohn-Sham gap in eV: 9.112
SMILES: CCCC/C=C/N.O

Mulliken population analysis, charges in e, atoms 1 to 4:
1. C -1.03
2. C -0.40
3. C -0.67
4. C -0.84


Computed stability ranking, most favorable first: version 2, version 1